{"formula": "C6H13P", "method": "the ωB97M-V functional and the def2-TZVPD basis", "e_above_lowest_ev": 2.893, "gap_ev": 10.41, "lumo_energy_ev": 0.362, "species": ["C", "C", "C", "C", "C", "H", "H", "H", "H", "H", "H", "H", "H", "H", "H", "H", "H", "C", "P", "H"], "positions_angstrom": [[0.3455, 2.8179, -0.1793], [0.3298, 1.4520, 0.6655], [0.6027, 0.2101, -0.1485], [-0.1368, -0.9771, 0.5201], [0.0656, -2.2308, -0.2191], [1.3362, 2.7843, -0.5749], [0.3257, 3.5549, 0.6217], [-0.5525, 2.7725, -0.8904], [-0.6890, 1.3949, 1.0205], [1.0355, 1.5862, 1.5235], [1.6854, 0.1542, -0.4194], [-0.0397, 0.3485, -0.9864], [-1.0716, -0.5030, 0.3914], [0.1233, -1.0394, 1.5849], [-0.5445, -3.0631, 0.2862], [1.1084, -2.5348, -0.2224], [0.0423, -2.3971, -1.3756], [-3.3027, -1.0792, 0.1807], [-3.9076, 0.2295, -0.3512], [-2.6629, -1.8940, 0.3256]]}

---

{"formula": "C42H53IN6O14P2S2", "method": "the ωB97M-V functional and the def2-TZVPD basis", "gap_ev": 6.90, "lumo_energy_ev": -1.828, "species": ["C", "C", "O", "O", "C", "C", "C", "C", "C", "C", "C", "C", "C", "P", "N", "O", "O", "C", "P", "S", "N", "C", "O", "O", "C", "C", "C", "C", "I", "C", "S", "H", "H", "H", "H", "H", "H", "H", "H", "H", "H", "H", "H", "H", "H", "H", "H", "H", "H", "H", "H", "H", "H", "H", "H", "H", "H", "H", "H", "H", "H", "H", "H", "H", "C", "C", "C", "C", "C", "C", "N", "O", "O", "H", "H", "H", "H", "H", "C", "C", "C", "C", "C", "C", "N", "O", "O", "H", "H", "H", "H", "H", "C", "C", "C", "C", "C", "C", "N", "O", "O", "H", "H", "H", "H", "H", "C", "C", "C", "C", "C", "C", "N", "O", "O", "H", "H", "H", "H", "H"], "positions_angstrom": [[-3.7898, -0.2694, 2.2515], [-2.3785, -0.2496, 3.0253], [-2.1483, 0.7355, 3.7710], [-1.3979, -1.2875, 2.9643], [-0.2714, -0.9267, 2.1013], [-0.0790, -2.1253, 1.0473], [1.4132, -2.7027, 0.9320], [2.5179, -1.6796, 0.3653], [1.9787, -0.5887, -0.6900], [2.1422, 0.8650, -0.0194], [1.2751, 2.0314, -0.7735], [2.1530, 3.3124, -1.1686], [1.8093, 4.6884, -0.4168], [1.6731, 6.0242, -1.7954], [0.8987, 7.3429, -1.2786], [0.7353, 5.4528, -3.1394], [3.2583, 6.4619, -2.3498], [0.7267, 4.7553, 0.7629], [-1.1664, 5.1313, 0.7027], [-1.8189, 5.4236, -1.1032], [1.2786, 4.4617, 1.9623], [0.2630, 4.4657, 3.0475], [0.0746, 5.5842, 3.6606], [-0.4863, 3.3837, 3.4342], [2.7114, 4.1598, 1.8256], [3.7714, 4.2380, 3.0081], [3.2198, 4.5423, 4.4721], [2.5806, 3.3074, 5.2744], [2.3724, 1.4449, 4.1796], [3.1028, 5.0562, 0.5207], [3.3233, 6.9002, 0.8851], [-3.8054, -0.9732, 1.3425], [-4.0971, 0.8096, 1.9704], [-4.5835, -0.6119, 3.0239], [-0.4345, 0.0761, 1.5423], [0.6651, -0.8714, 2.7643], [-0.5499, -1.8406, 0.0256], [-0.7360, -3.0019, 1.4295], [1.7405, -2.9680, 2.0156], [1.4216, -3.7142, 0.3703], [3.3071, -2.3304, -0.1904], [3.1031, -1.1600, 1.2121], [2.7212, -0.6145, -1.5835], [0.9495, -0.8065, -1.1337], [3.2752, 1.1174, -0.0672], [1.8765, 0.7612, 1.0899], [0.9421, 1.5363, -1.7694], [0.3132, 2.2363, -0.1935], [2.1017, 3.4317, -2.3207], [3.2667, 3.0771, -0.9495], [1.5679, 8.1408, -1.3763], [1.3348, 5.3945, -3.9284], [3.8378, 5.6657, -2.2778], [-1.5433, 6.1467, 1.6534], [-1.7873, 3.9122, 1.1805], [2.8095, 3.0673, 1.4615], [4.4268, 3.2829, 2.9503], [4.5107, 5.0962, 2.7483], [2.4736, 5.4080, 4.4509], [4.1196, 4.9184, 5.1017], [3.1513, 3.0732, 6.2446], [1.5123, 3.6302, 5.5902], [4.1165, 4.7793, 0.0693], [4.3765, 7.0177, 1.8047], [-7.4136, -4.6341, -0.9107], [-6.8871, -4.9054, 0.3491], [-5.5379, -4.6821, 0.6033], [-4.7245, -4.1815, -0.4127], [-5.2443, -3.9150, -1.6785], [-6.5942, -4.1441, -1.9240], [-3.3091, -3.9212, -0.1427], [-2.8837, -4.1853, 0.9753], [-2.6322, -3.4514, -1.0475], [-8.4687, -4.8045, -1.1037], [-7.5304, -5.2887, 1.1346], [-5.1403, -4.8977, 1.5892], [-4.6174, -3.5300, -2.4758], [-7.0096, -3.9373, -2.9048], [7.3154, -7.1784, 1.1323], [5.9681, -7.1336, 1.4793], [5.1331, -6.1785, 0.9088], [5.6584, -5.2742, -0.0134], [7.0083, -5.3093, -0.3592], [7.8363, -6.2662, 0.2186], [4.7777, -4.2830, -0.6357], [3.6016, -4.2694, -0.2937], [5.2651, -3.5263, -1.4649], [7.9631, -7.9291, 1.5756], [5.5681, -7.8462, 2.1932], [4.0851, -6.1544, 1.1878], [7.4260, -4.6064, -1.0721], [8.8879, -6.3042, -0.0458], [-2.7670, -7.2214, 1.8419], [-2.5798, -7.1362, 0.4653], [-2.7815, -8.2553, -0.3363], [-3.1759, -9.4562, 0.2525], [-3.3577, -9.5498, 1.6314], [-3.1508, -8.4258, 2.4252], [-3.4141, -10.6310, -0.5900], [-3.2264, -10.5165, -1.7941], [-3.7909, -11.6584, -0.0427], [-2.6138, -6.3438, 2.4632], [-2.2794, -6.1966, 0.0170], [-2.6322, -8.1752, -1.4077], [-3.6597, -10.4814, 2.0981], [-3.2924, -8.4871, 3.4994], [-2.6964, 7.2391, -3.9221], [-3.8934, 7.8931, -4.2010], [-4.1131, 8.4379, -5.4623], [-3.1267, 8.3176, -6.4402], [-1.9231, 7.6705, -6.1646], [-1.7115, 7.1314, -4.8995], [-3.3631, 8.8672, -7.7774], [-4.4236, 9.4450, -7.9776], [-2.4886, 8.7142, -8.6201], [-2.5308, 6.8100, -2.9372], [-4.6574, 7.9755, -3.4346], [-5.0501, 8.9447, -5.6663], [-1.1484, 7.5768, -6.9182], [-0.7802, 6.6236, -4.6750]]}